1.
The molecule C3HN at a distorted geometry, computed with ωB97M-V/def2-TZVPD.

Output
HOMO energy (eV): -11.175
Frontier orbital gap (eV): 9.97
Total energy (Eh): -169.4914
F_max (eV/A): 1.62

Last column: Löwdin charge in e.
Geometry (Å):
C1 -0.10718 -0.39900 1.16473  0.142
C2 -0.72112 -0.05867 0.07776  -0.112
C3 0.72433 0.13834 -0.30043  -0.353
N1 1.84079 0.29977 -0.61635  0.209
H1 -1.73682 0.01956 -0.32571  0.114


2.
A structure of composition C14H21IN3O9P2PtSe, computed with ωB97M-V/def2-TZVPD.

Output
HOMO energy (eV): -5.625
Total charge: -1
Frontier orbital gap (eV): 7.83
Total energy (Eh): -4889.0856
F_max (eV/A): 0.29

Last column: Löwdin charge in e.
Geometry (Å):
Pt1 0.71035 0.65907 -2.67382  0.686
N1 0.34724 -2.41457 -2.97421  0.139
C1 1.81280 -2.37374 -2.60002  -0.511
C2 2.35497 -3.79367 -2.63454  -0.089
P1 1.87048 -1.69039 -0.86641  0.316
O1 0.68826 -2.61635 -0.24948  -0.222
O2 3.16856 -1.97670 -0.24406  -0.272
O3 1.32423 -0.26571 -0.90605  -0.451
P2 2.69941 -1.30095 -3.84644  0.317
O4 1.72255 -1.51398 -5.12723  -0.204
O5 4.04485 -1.83092 -4.08563  -0.271
O6 2.53800 0.16042 -3.40113  -0.507
H1 -0.16704 -2.93576 -2.26096  0.144
H2 0.23502 -2.79585 -3.91330  0.145
H3 -0.00698 -1.42880 -2.99433  0.088
H4 1.81837 -4.43421 -1.93028  0.082
H5 3.40311 -3.76507 -2.34992  0.085
H6 2.28964 -4.21587 -3.64105  0.086
H7 -0.02782 -2.09312 0.17983  -0.087
H8 1.30453 -0.67038 -5.38072  -0.054
I1 -0.00981 1.66285 -4.92959  0.204
O7 -2.90624 3.88824 0.45937  0.047
C3 -1.57211 3.81195 0.45650  -0.283
C4 -0.87096 4.66682 1.31261  -0.030
C5 0.50719 4.63459 1.36376  -0.102
C6 1.21770 3.74322 0.56584  -0.102
C7 0.52353 2.89007 -0.27299  -0.054
C8 -0.86808 2.89687 -0.35887  -0.063
C9 -1.66350 1.95067 -1.22631  -0.571
O8 -2.90155 2.06953 -1.22531  0.025
O9 -1.11576 1.00960 -1.90251  -0.294
H9 -3.19505 3.18052 -0.20279  0.062
H10 -1.44614 5.35103 1.92361  0.109
H11 1.03355 5.30852 2.02989  0.096
H12 2.29834 3.70641 0.59769  0.100
H13 1.09171 2.17962 -0.85448  0.065
C10 0.31313 0.79587 2.41333  -0.007
N2 -0.56120 -0.06587 3.19539  -0.115
C11 -0.58400 -0.16562 4.56945  -0.051
C12 -1.58606 -1.00657 4.89497  -0.057
N3 -2.16759 -1.41392 3.71007  -0.137
C13 -3.28240 -2.32574 3.56734  -0.054
C14 -1.53612 -0.83595 2.65950  -0.697
Se1 -1.92659 -1.02927 0.87506  0.758
H14 1.13448 1.12210 3.04662  0.098
H15 -0.24587 1.65886 2.05483  0.084
H16 0.69692 0.25438 1.54968  0.069
H17 0.11066 0.37098 5.18954  0.119
H18 -1.93424 -1.35203 5.85120  0.113
H19 -3.60030 -2.64131 4.55871  0.085
H20 -2.98150 -3.18970 2.97691  0.082
H21 -4.10270 -1.83017 3.05072  0.083


3.
A structure of composition C7H12Br4O at a distorted geometry, computed with ωB97M-V/def2-TZVPD.

Output
HOMO energy (eV): -9.493
Frontier orbital gap (eV): 9.85
Total energy (Eh): -10645.1426
F_max (eV/A): 4.50

Last column: Löwdin charge in e.
Geometry (Å):
C1 3.45768 0.65414 -0.51073  -0.102
C2 2.12077 0.02939 -0.78248  -0.281
C3 0.93004 0.51807 0.00681  -0.229
C4 -0.20844 -0.28536 -0.65569  -0.343
C5 -1.59659 -1.18004 1.36976  -0.735
C6 -2.19602 1.24238 -0.19235  -1.059
C7 -1.61726 -0.26082 0.02440  -0.860
O1 -2.91868 -1.41134 1.76179  -0.159
Br1 -4.15087 1.25306 0.12332  0.588
Br2 -1.40987 2.73902 0.85128  0.634
Br3 -0.68913 -2.91486 1.08970  0.715
Br4 -2.71693 -1.27621 -1.16121  0.809
H1 3.84265 0.60837 0.45617  0.048
H2 3.48210 1.71538 -0.75445  0.080
H3 4.20126 0.10143 -1.05959  0.071
H4 1.94277 0.23589 -1.87033  0.137
H5 2.15418 -0.95202 -0.64014  0.057
H6 0.83943 1.65801 0.04517  0.070
H7 0.90105 0.28892 1.08361  0.111
H8 -0.34300 -0.10444 -1.75282  0.099
H9 0.07497 -1.44742 -0.82737  0.084
H10 -1.06016 -0.62732 2.19329  0.115
H11 -1.93949 1.38983 -1.29551  0.067
H12 -3.10045 -1.97404 2.49741  0.085


4.
The molecule C3H9N3O at a distorted geometry, computed with ωB97M-V/def2-TZVPD.

Output
HOMO energy (eV): -7.770
Frontier orbital gap (eV): 8.36
Total energy (Eh): -359.1057
F_max (eV/A): 1.51

Last column: Löwdin charge in e.
Geometry (Å):
N1 0.54231 2.07321 0.03508  0.069
C1 0.37829 0.93881 0.93016  -0.659
O1 0.32913 1.14812 2.16870  -0.068
H1 0.56341 1.85052 -0.95261  0.064
H2 -0.11546 2.81055 0.25774  0.079
H3 1.41171 0.17631 0.56067  0.163
N2 -1.23384 0.01236 -0.90214  0.029
N3 0.68572 -1.89464 -0.79403  0.126
C2 -0.61967 -0.20051 0.40414  -0.304
C3 0.50576 -1.18709 0.31690  -0.147
H4 -2.10855 -0.49032 -0.98813  0.078
H5 -1.42588 0.99747 -1.04837  0.068
H6 0.00868 -1.73250 -1.53641  0.104
H7 1.47465 -2.51139 -0.90516  0.118
H8 -1.32185 -0.44193 1.20484  0.138
H9 0.92559 -1.54897 1.24862  0.140


5.
A cluster of 2 separate species, C2H8N4 in total at a distorted geometry, computed with ωB97M-V/def2-TZVPD.

Output
HOMO energy (eV): -8.134
SMILES string: N=C(N)N.C=N
Frontier orbital gap (eV): 8.94
Total energy (Eh): -299.9909
F_max (eV/A): 2.34

Last column: Löwdin charge in e.
Geometry (Å):
N1 0.43712 -0.71587 -0.82288  0.052
C1 1.25515 -0.17191 0.02682  -0.596
N2 0.73742 0.57586 1.02465  0.110
N3 2.62204 -0.12097 -0.16096  0.124
H1 0.84753 -1.37988 -1.46592  0.063
H2 -0.32910 0.67755 0.95449  0.063
H3 1.30448 1.31406 1.40680  0.092
H4 3.03220 -0.85673 -0.71382  0.093
H5 3.18361 0.18292 0.61797  0.089
C2 -3.03428 0.24814 -0.15003  -0.181
N4 -1.82110 0.19909 0.14424  -0.049
H6 -3.55526 -0.46480 -0.80779  0.050
H7 -3.71405 0.90305 0.40347  0.042
H8 -0.96577 -0.39050 -0.45703  0.050